[1]
The following is a quantum chemistry calculation of a cluster of 2 separate species, C5H13O2 in total in a non-equilibrium geometry, from the OMol25 dataset.

* spin multiplicity: 2
* E_tot: -348.6838 Ha
* total charge: 0

Last columns: bonded neighbours and bond lengths (Å).
Positions of all 20 atoms, in Å:
1 H -1.83402 -0.56720 -0.02986  C2 1.103
2 C -0.91501 0.02770 0.10628  H1 1.103, C8 1.532, C10 1.551, C17 1.528
3 H -1.70716 1.65431 -1.10960  C17 1.091
4 H 1.04882 -2.30044 -1.62776  C6 1.091
5 H 3.79229 1.42587 1.75797  O13 0.917
6 C 0.42254 -1.96872 -0.79888  H4 1.091, H9 1.090, C10 1.529, H15 1.092
7 H -0.36676 2.12233 -0.06429  C17 1.091
8 C -0.41653 -0.17830 1.53987  C2 1.532, H12 1.091, H19 1.093, H20 1.091
9 H -0.48698 -2.56843 -0.82519  C6 1.090
10 C 0.09194 -0.48441 -0.95593  C2 1.551, C6 1.529, O11 1.438, H14 1.104
11 O -0.39550 -0.24865 -2.28847  C10 1.438, H18 0.985
12 H 0.53855 0.32600 1.69412  C8 1.091
13 O 3.07669 1.83289 1.35414  H5 0.917
14 H 1.02736 0.08841 -0.83395  C10 1.104
15 H 0.95378 -2.19442 0.12789  C6 1.092
16 H -1.96528 1.86449 0.62144  C17 1.092
17 C -1.25945 1.49783 -0.12722  C2 1.528, H3 1.091, H7 1.091, H16 1.092
18 H -0.20195 0.67064 -2.58354  O11 0.985
19 H -1.12208 0.23465 2.26512  C8 1.093
20 H -0.28125 -1.23455 1.77786  C8 1.091

natural (NBO) population analysis, charges in e, atoms 1 to 6: H 0.1964; C -0.2373; H 0.2109; H 0.2210; H 0.4034; C -0.6284

[2]
The following is a quantum chemistry calculation of a cluster of 26 separate species, C48H148O26 in total in a non-equilibrium geometry, from the OMol25 dataset.

* E_tot: -3873.5493 Ha
* total charge: 0

Last columns: bonded neighbours and bond lengths (Å).
Positions of all 222 atoms, in Å:
1 O 3.69077 2.15675 -3.77101  H134 0.960, C156 1.445
2 H 0.28443 -0.92168 4.06536  C44 1.090
3 C -0.79245 -2.80778 -4.77122  H68 1.090, H126 1.090, H131 1.090, O218 1.432
4 H 1.42373 -2.06829 6.09999  C88 1.090
5 H -0.74039 -6.17304 1.05408  C29 1.090
6 H -6.49098 1.56732 -5.95436  C98 1.090
7 C 3.06971 -7.26504 3.56489  H14 1.090, H30 1.090, O122 1.385, H154 1.090
8 H -7.13217 5.00772 -3.36764  C51 1.090
9 H -2.62551 -6.61448 -1.25133  O77 0.960
10 C -2.50938 0.66588 2.51940  H61 1.090, H99 1.090, H152 1.090, O177 1.445
11 C 5.63323 -0.82953 0.85629  C57 1.550, H90 1.090, C114 1.508, O123 1.422
12 H -6.13797 0.94004 1.97460  C56 1.090
13 H -0.84588 -3.57213 5.00074  C182 1.090
14 H 2.44975 -7.15643 2.67497  C7 1.090
15 H -2.67493 1.19326 -4.86055  C125 1.090
16 H 2.76491 1.56619 -7.92119  C165 1.090
17 C -3.11071 -0.46282 -1.71315  C49 1.513, O140 1.404, C174 1.545, H207 1.090
18 H 4.95066 -1.67732 -1.04984  C57 1.090
19 H -0.06270 -1.89549 6.96387  C88 1.090
20 H 4.57250 -0.71316 3.43200  C210 1.090
21 O 2.36626 -1.07990 -0.19846  H117 0.960, C212 1.408
22 H 6.64843 2.72270 1.68360  C40 1.090
23 H -6.27340 4.82242 -1.08415  C148 1.090
24 O 2.17871 -2.00785 -2.77420  C128 1.392, H166 0.960
25 H 3.85459 1.75902 -1.70806  C156 1.090
26 H 0.39119 3.83009 -2.67124  C45 1.090
27 H 2.80436 3.23429 -7.60483  C165 1.090
28 H -5.67212 2.65240 -1.19116  O215 0.960
29 C -1.47843 -5.42997 0.75205  H5 1.090, H33 1.090, H48 1.090, C176 1.514
30 H 2.61006 -6.70589 4.37986  C7 1.090
31 H 6.14155 -5.74811 -2.27698  C100 1.090
32 H -4.92431 5.07176 1.85475  O73 0.960
33 H -2.45623 -5.85566 0.97739  C29 1.090
34 H 5.33153 7.09275 -1.32290  C193 1.090
35 H -4.74443 -3.44030 0.84264  C54 1.090
36 O 0.99715 3.01215 3.62351  H37 0.960, C79 1.415
37 H 1.10675 3.96247 3.70401  O36 0.960
38 H -2.71795 1.68140 -6.61309  C125 1.090
39 C 2.09037 -5.49731 -1.49185  O82 1.402, H97 1.090, H107 1.090, H196 1.090
40 C 5.71574 3.22455 1.94121  H22 1.090, O109 1.408, H149 1.090, H173 1.090
41 H -4.13099 -3.87392 3.66815  O67 0.960
42 H -2.70558 -3.91612 -2.14137  C205 1.090
43 H -2.78060 1.02734 6.95262  C115 1.090
44 C -0.22842 -1.51138 4.82518  H2 1.090, O62 1.458, C88 1.524, C182 1.517
45 C -0.66003 3.96265 -2.92716  H26 1.090, H52 1.090, O60 1.441, H222 1.090
46 H 5.01506 -7.53557 3.54690  O122 0.960
47 H -2.68023 -3.13437 -0.59989  C205 1.090
48 H -1.36101 -4.52985 1.35545  C29 1.090
49 C -4.48741 -0.92679 -1.29163  C17 1.513, H72 1.090, H138 1.090, H160 1.090
50 H -2.97886 5.91261 1.50563  C136 1.090
51 C -6.06169 5.05714 -3.16834  H8 1.090, C148 1.485, H213 1.090, H219 1.090
52 H -0.93225 5.01606 -2.99266  C45 1.090
53 O -5.01948 -2.49264 2.75515  C54 1.405, H71 0.960
54 C -5.47507 -3.02593 1.53733  H35 1.090, O53 1.405, H112 1.090, H167 1.090
55 H -4.94730 2.89746 1.16789  O133 0.960
56 C -6.27253 1.57850 1.10147  H12 1.090, H130 1.090, O133 1.360, H168 1.090
57 C 5.83880 -1.20171 -0.63377  C11 1.550, H18 1.090, H162 1.090, H185 1.090
58 H -0.04376 2.40308 7.07966  C106 1.090
59 C -1.69235 3.50658 6.46248  C106 1.501, H151 1.090, H158 1.090, H217 1.090
60 O -0.99853 3.38358 -4.20291  C45 1.441, H187 0.960
61 H -1.55791 0.81743 3.02914  C10 1.090
62 O -1.55814 -0.94732 5.02496  C44 1.458, H89 0.960
63 H 3.24889 -6.15442 -2.91114  O82 0.960
64 H 2.80008 6.55035 -1.57098  C96 1.090
65 H 3.03959 2.71966 3.10060  C79 1.090
66 H -3.59069 4.11915 -2.41300  C184 1.090
67 O -3.67294 -4.59856 4.10022  H41 0.960, C186 1.413
68 H -1.85753 -2.98560 -4.62265  C3 1.090
69 H 4.61172 4.07429 -1.83605  C150 1.090
70 H 2.95659 -3.34031 1.65854  C127 1.090
71 H -4.37796 -1.79541 2.60048  O53 0.960
72 H -4.64775 -0.67633 -0.24298  C49 1.090
73 O -4.26172 4.39062 1.99119  H32 0.960, C136 1.350
74 H 6.97058 -4.56413 -1.06528  C100 1.090
75 H 0.10788 0.03166 -1.54939  C147 1.090
76 H 0.74597 -2.89470 0.97653  C175 1.090
77 O -1.74378 -6.27891 -1.42894  H9 0.960, C176 1.409
78 H -0.07771 2.19315 4.90014  O87 0.960
79 C 2.01842 2.55607 2.75628  O36 1.415, H65 1.090, H81 1.090, H208 1.090
80 H -0.60516 -4.64372 -1.02100  C176 1.090
81 H 1.97729 1.46977 2.67653  C79 1.090
82 O 3.26510 -6.10831 -1.95239  C39 1.402, H63 0.960
83 H 6.94785 -0.07365 2.45840  C114 1.090
84 H -3.78458 4.13447 -0.66485  C184 1.090
85 H 6.88232 -3.96114 -3.65827  O159 0.960
86 H -2.49514 6.08409 4.14278  C93 1.090
87 O -0.72962 1.64497 5.34297  H78 0.960, C106 1.415
88 C 0.52010 -1.46094 6.15169  H4 1.090, H19 1.090, C44 1.524, H137 1.090
89 H -1.42617 -0.03492 5.29278  O62 0.960
90 H 5.31773 -1.69287 1.44212  C11 1.090
91 H -3.47418 -0.36762 -3.63378  O140 0.960
92 H 4.68081 1.95181 0.99324  O109 0.960
93 C -3.39877 5.69579 3.67293  H86 1.090, C136 1.584, H142 1.090, H220 1.090
94 H -3.72454 -6.61751 3.53220  C186 1.090
95 H 0.51899 0.46735 -5.04169  C211 1.090
96 C 3.53083 5.87951 -1.11925  H64 1.090, O120 1.389, C150 1.535, C193 1.487
97 H 1.29754 -5.63523 -2.22703  C39 1.090
98 C -5.46770 1.71248 -5.60807  H6 1.090, H105 1.090, H153 1.090, C189 1.531
99 H -3.28787 1.06979 3.16664  C10 1.090
100 C 6.49104 -4.74637 -2.02702  H31 1.090, H74 1.090, O159 1.418, H171 1.090
101 H 3.70430 2.07078 -6.59077  C165 1.090
102 H 1.11671 1.10823 -0.59708  C147 1.090
103 H -4.24537 -5.48341 2.34174  C186 1.090
104 H 0.72547 -3.36235 4.24353  C182 1.090
105 H -5.06659 2.65517 -5.98029  C98 1.090
106 C -1.00815 2.18059 6.62299  H58 1.090, C59 1.501, O87 1.415, C115 1.556
107 H 2.28718 -4.42943 -1.39713  C39 1.090
108 H 3.88875 -2.78929 3.89259  O209 0.960
109 O 4.73108 2.91046 0.98568  C40 1.408, H92 0.960
110 H -3.93192 5.60675 -1.54480  C184 1.090
111 H 3.25796 -1.82699 -4.57768  C128 1.090
112 H -6.29787 -3.71663 1.72185  C54 1.090
113 H -0.50495 0.63745 0.02044  C147 1.090
114 C 6.90296 -0.20435 1.37719  C11 1.508, H83 1.090, H124 1.090, H203 1.090
115 C -1.80659 1.11835 7.43339  H43 1.090, C106 1.556, H129 1.090, H146 1.090
116 H 1.10006 -0.44902 1.28490  C212 1.090
117 H 2.36837 -1.44697 -1.08551  O21 0.960
118 H 4.14378 -2.27605 -3.20346  C128 1.090
119 H -1.19892 -1.59714 -3.32353  O218 0.960
120 O 2.99846 5.03318 -0.15479  C96 1.389, H181 0.960
121 H 4.52527 -3.97559 0.98682  C127 1.090
122 O 4.37839 -6.82193 3.46332  C7 1.385, H46 0.960
123 O 4.65668 0.20232 0.79046  C11 1.422, H172 0.960
124 H 7.73000 -0.85142 1.08494  C114 1.090
125 C -3.04743 0.96618 -5.85944  H15 1.090, H38 1.090, H145 1.090, C189 1.523
126 H -0.53407 -2.19202 -5.63273  C3 1.090
127 C 3.71901 -4.11783 1.70641  H70 1.090, H121 1.090, H141 1.090, O188 1.403
128 C 3.16644 -2.41621 -3.66524  O24 1.392, H111 1.090, H118 1.090, H139 1.090
129 H -1.36927 0.12002 7.44808  C115 1.090
130 H -7.07915 2.29821 1.24104  C56 1.090
131 H -0.26336 -3.74624 -4.93685  C3 1.090
132 H -2.13427 1.48831 -1.90482  C174 1.090
133 O -5.14836 2.15299 0.59610  H55 0.960, C56 1.360
134 H 4.64158 2.26517 -3.84722  O1 0.960
135 C -1.91945 4.19159 2.16856  C136 1.530, H163 1.090, H200 1.090, H216 1.090
136 C -3.14264 5.10912 2.22375  H50 1.090, O73 1.350, C93 1.584, C135 1.530
137 H 0.70536 -0.42537 6.43693  C88 1.090
138 H -5.31754 -0.38822 -1.74872  C49 1.090
139 H 3.19858 -3.48044 -3.89865  C128 1.090
140 O -2.82998 -0.77795 -3.05220  C17 1.404, H91 0.960
141 H 3.28983 -5.08610 1.44882  C127 1.090
142 H -4.12275 6.50477 3.77048  C93 1.090
143 H 1.35813 -0.07171 -6.44367  C211 1.090
144 H -3.77734 1.60598 -2.15806  C174 1.090
145 H -2.39975 0.12578 -6.10912  C125 1.090
146 H -2.07585 1.35265 8.46329  C115 1.090
147 C 0.37687 0.31053 -0.53058  H75 1.090, H102 1.090, H113 1.090, C212 1.545
148 C -5.65044 4.42916 -1.88750  H23 1.090, C51 1.485, C184 1.510, O215 1.407
149 H 5.39294 2.83710 2.90753  C40 1.090
150 C 3.97496 4.88183 -2.19729  H69 1.090, C96 1.535, H164 1.090, H194 1.090
151 H -2.61263 3.44030 5.88215  C59 1.090
152 H -2.63085 1.22547 1.59193  C10 1.090
153 H -5.54225 1.94111 -4.54493  C98 1.090
154 H 3.07246 -8.31721 3.84954  C7 1.090
155 H 2.38327 1.24948 -2.47474  C156 1.090
156 C 3.46159 1.31187 -2.62114  O1 1.445, H25 1.090, H155 1.090, H201 1.090
157 H 2.77682 -0.64086 3.27528  C210 1.090
158 H -1.98360 3.91847 7.42872  C59 1.090
159 O 7.45472 -4.30303 -2.96757  H85 0.960, C100 1.418
160 H -4.70847 -1.97422 -1.49684  C49 1.090
161 H -4.67621 0.11859 -6.88974  C189 1.090
162 H 5.97571 -0.29469 -1.22256  C57 1.090
163 H -1.82472 3.42197 2.93461  C135 1.090
164 H 3.06375 4.51398 -2.66896  C150 1.090
165 C 2.75785 2.27361 -7.09197  H16 1.090, H27 1.090, H101 1.090, C202 1.529
166 H 1.29439 -2.25770 -3.05196  O24 0.960
167 H -5.86783 -2.14122 1.03624  C54 1.090
168 H -6.55728 0.91333 0.28625  C56 1.090
169 H 2.33013 0.26246 -5.11080  C211 1.090
170 H 4.35784 -5.10202 3.30541  O188 0.960
171 H 5.61795 -4.09392 -2.01571  C100 1.090
172 H 3.83959 -0.18028 0.46249  O123 0.960
173 H 5.79651 4.31082 1.98123  C40 1.090
174 C -3.06759 1.07020 -1.52774  C17 1.545, H132 1.090, H144 1.090, H190 1.090
175 C 0.29558 -2.17590 0.29200  H76 1.090, H183 1.090, H197 1.090, C212 1.553
176 C -1.55865 -5.07648 -0.71823  C29 1.514, O77 1.409, H80 1.090, C205 1.538
177 O -2.84404 -0.73615 2.41346  C10 1.445, H206 0.960
178 H 3.47650 -0.07516 4.71081  C210 1.090
179 H -5.28236 -5.83887 3.78192  C186 1.090
180 H -0.77564 -3.00131 3.35154  C182 1.090
181 H 3.53603 4.26550 0.05325  O120 0.960
182 C -0.27674 -2.94043 4.31875  H13 1.090, C44 1.517, H104 1.090, H180 1.090
183 H 0.37019 -2.62384 -0.69890  C175 1.090
184 C -4.17373 4.54517 -1.59651  H66 1.090, H84 1.090, H110 1.090, C148 1.510
185 H 6.68316 -1.88947 -0.68002  C57 1.090
186 C -4.26879 -5.68059 3.41350  O67 1.413, H94 1.090, H103 1.090, H179 1.090
187 H -0.25950 2.87563 -4.54557  O60 0.960
188 O 4.34892 -4.20764 2.95667  C127 1.403, H170 0.960
189 C -4.51235 0.55282 -5.90349  C98 1.531, C125 1.523, H161 1.090, O198 1.435
190 H -3.20147 1.43170 -0.50819  C174 1.090
191 H 4.51658 7.33091 0.17552  C193 1.090
192 H -5.27370 -1.08815 -5.25728  O198 0.960
193 C 4.73044 6.57225 -0.57733  H34 1.090, C96 1.487, H191 1.090, H221 1.090
194 H 4.51898 5.42445 -2.97040  C150 1.090
195 H -3.65285 -4.59853 -0.81405  C205 1.090
196 H 1.80507 -5.90906 -0.52377  C39 1.090
197 H -0.74820 -2.07819 0.59042  C175 1.090
198 O -4.70087 -0.42295 -4.86875  C189 1.435, H192 0.960
199 O 1.61611 2.98077 -5.17234  C202 1.414, H204 0.960
200 H -1.75295 3.85786 1.14435  C135 1.090
201 H 3.96620 0.34710 -2.67317  C156 1.090
202 C 1.50830 2.05790 -6.23812  C165 1.529, O199 1.414, C211 1.562, H214 1.090
203 H 7.04814 0.81864 1.03004  C114 1.090
204 H 2.30337 2.70280 -4.56242  O199 0.960
205 C -2.70894 -4.11731 -1.07011  H42 1.090, H47 1.090, C176 1.538, H195 1.090
206 H -2.44950 -1.16233 3.17786  O177 0.960
207 H -2.34299 -1.01219 -1.16828  C17 1.090
208 H 1.97577 3.03043 1.77584  C79 1.090
209 O 3.51230 -2.16452 4.51673  H108 0.960, C210 1.452
210 C 3.61696 -0.83502 3.94206  H20 1.090, H157 1.090, H178 1.090, O209 1.452
211 C 1.43394 0.62851 -5.61178  H95 1.090, H143 1.090, H169 1.090, C202 1.562
212 C 1.06064 -0.82481 0.26249  O21 1.408, H116 1.090, C147 1.545, C175 1.553
213 H -5.93555 6.13976 -3.15825  C51 1.090
214 H 0.62726 2.33777 -6.81564  C202 1.090
215 O -5.88781 3.05000 -2.03790  H28 0.960, C148 1.407
216 H -1.11857 4.91727 2.31028  C135 1.090
217 H -1.09908 4.29136 5.99318  C59 1.090
218 O -0.46239 -2.17786 -3.52819  C3 1.432, H119 0.960
219 H -5.60110 4.62557 -4.05699  C51 1.090
220 H -3.64223 4.89346 4.36940  C93 1.090
221 H 5.37527 5.84079 -0.09023  C193 1.090
222 H -1.24759 3.39975 -2.20188  C45 1.090

Löwdin population analysis, charges in e, atoms 1 to 6: O -0.1399; H 0.1214; C -0.1092; H 0.0695; H 0.0817; H 0.0770